Record 1
{
  "formula": "C33H43IrN5P2",
  "method": "ωB97M-V/def2-TZVPD",
  "e_homo_ha": [-0.4530, -0.4899],
  "total_charge": 2,
  "orbital_gap_ev": [7.02, 4.15],
  "mol_weight_g_mol": 763.907,
  "multiplicity": 6,
  "species": ["Ir", "C", "C", "C", "C", "C", "C", "C", "C", "C", "H", "H", "H", "H", "H", "H", "H", "H", "H", "H", "H", "H", "H", "H", "H", "P", "P", "N", "N", "N", "N", "C", "C", "C", "C", "C", "C", "C", "C", "C", "C", "C", "C", "C", "C", "C", "C", "C", "C", "H", "H", "H", "H", "H", "H", "H", "H", "H", "H", "H", "H", "H", "H", "H", "H", "H", "H", "H", "H", "C", "C", "C", "C", "C", "C", "N", "H", "H", "H", "H", "H", "H", "H", "H"],
  "xyz": [[-0.89832, 1.49310, -1.87504], [-1.82429, 1.80483, -3.67869], [-1.21399, 0.49927, -3.60681], [0.03474, 0.16769, -4.39779], [1.22387, 0.97304, -3.94838], [0.94297, 1.58202, -2.58086], [0.31679, 2.90073, -2.45988], [-0.02217, 3.58868, -3.75709], [-1.25974, 2.97991, -4.44188], [-0.09455, 1.73134, 0.08246], [-2.91347, 1.85037, -3.60125], [-1.89571, -0.35162, -3.54384], [-0.14540, 0.24350, -5.46999], [0.25446, -0.89590, -4.24975], [2.10290, 0.32404, -3.85566], [1.54876, 1.72898, -4.66355], [1.72438, 1.36545, -1.83943], [0.66151, 3.55729, -1.65622], [0.85301, 3.61170, -4.42688], [-0.21551, 4.66179, -3.49458], [-2.01490, 3.77571, -4.47288], [-1.08914, 2.75098, -5.50937], [0.06630, 2.81349, 0.14126], [0.90153, 1.25334, 0.17228], [-0.66805, 1.42552, 0.98136], [2.29883, -1.27509, 0.79421], [-0.72520, -0.78533, -0.15926], [3.65829, -0.51928, 0.02999], [3.42947, -2.36845, 1.69666], [-2.85822, 1.24119, -1.05262], [-1.92534, -1.62138, 0.62470], [1.69406, -2.13683, -0.71298], [0.19635, -1.96107, -1.12225], [4.07319, 0.82017, -0.04741], [5.23318, 0.86818, -0.82847], [5.50387, -0.46466, -1.27252], [4.51032, -1.28034, -0.78913], [4.12104, -1.87009, 2.81337], [4.61957, -2.94525, 3.52802], [4.28528, -4.13839, 2.80849], [3.56569, -3.75239, 1.68411], [-3.21760, 2.36549, -0.33798], [-4.60712, 2.56428, -0.44147], [-5.13906, 1.39060, -1.02629], [-4.03372, 0.56379, -1.35196], [-3.03778, -1.09421, 1.31895], [-3.55827, -2.08125, 2.13646], [-2.72545, -3.23257, 1.99266], [-1.69913, -2.91367, 1.13026], [1.93806, -3.20666, -0.66517], [2.26178, -1.69789, -1.53911], [0.16854, -1.54769, -2.13497], [-0.32140, -2.91605, -1.14857], [3.49827, 1.60343, 0.42707], [5.82489, 1.74221, -1.03673], [6.35805, -0.81449, -1.84402], [4.24689, -2.30593, -1.04686], [4.16178, -0.80501, 2.98262], [5.12336, -2.87749, 4.48262], [4.50963, -5.14943, 3.10903], [3.13039, -4.31739, 0.87315], [-2.46603, 2.99207, 0.14885], [-5.10037, 3.47753, -0.16486], [-6.18331, 1.18220, -1.22036], [-4.10157, -0.47438, -1.69674], [-3.35727, -0.07980, 1.13746], [-4.42361, -1.99402, 2.78440], [-2.86888, -4.20188, 2.44755], [-0.82758, -3.46006, 0.79402], [0.31537, -1.61660, 3.68796], [-0.75391, -0.62621, 3.86981], [-1.77416, -0.71621, 4.86624], [-2.56309, 0.43231, 4.72921], [-1.98314, 1.18144, 3.64814], [-2.49183, 2.47682, 3.17114], [-0.91797, 0.50838, 3.11946], [1.16350, -1.41575, 4.36157], [0.68367, -1.59186, 2.65493], [-0.05805, -2.62421, 3.91483], [-1.88723, -1.54226, 5.55783], [-3.44335, 0.74126, 5.29004], [-3.40906, 2.33745, 2.57976], [-2.75777, 3.11233, 4.02941], [-1.73277, 2.98510, 2.56721]],
  "atomic_forces_ev_per_a": [[-2.725, -2.497, 5.083], [-0.483, -0.112, -1.145], [-0.883, -0.113, -2.104], [-0.241, -0.827, -0.217], [0.839, 0.049, 0.514], [2.443, 0.914, -0.110], [2.298, 0.332, -1.460], [-0.030, 1.573, -0.008], [-0.043, 0.659, -0.502], [0.335, 1.099, 0.830], [0.201, -0.183, 0.129], [-0.062, 0.173, 0.249], [-0.141, 0.187, -0.079], [-0.087, 0.047, 0.035], [-0.150, 0.042, 0.014], [-0.286, 0.137, -0.028], [-0.280, 0.052, -0.123], [-0.144, -0.265, -0.122], [-0.262, -0.055, 0.256], [0.050, -0.838, -0.435], [-0.028, -0.350, 0.047], [0.149, -0.164, 0.436], [0.077, 0.124, 0.169], [-0.414, 0.345, 0.027], [0.304, 0.221, -0.584], [1.132, 1.754, -0.404], [-0.186, 1.879, -1.078], [0.059, 0.248, -1.056], [-0.364, -1.763, -0.097], [-0.652, 0.004, 1.211], [-0.694, -0.980, 1.495], [-0.197, -0.980, -0.596], [0.699, -1.168, 0.075], [1.057, -0.447, -0.591], [-1.332, -0.428, 0.973], [-0.379, -0.347, 0.259], [0.267, 0.571, 0.037], [-1.271, -0.467, -1.465], [0.070, -2.567, -0.231], [1.319, 1.405, 2.502], [-0.885, 2.812, -0.733], [0.842, -1.147, -1.578], [-1.668, -1.606, -0.573], [0.091, 2.096, 0.891], [0.844, 0.903, 0.182], [-0.123, -0.882, 0.025], [0.492, 0.772, -0.729], [0.915, 0.041, -0.471], [-1.066, -0.115, 0.217], [-0.026, 0.149, -0.213], [0.166, -0.276, 0.340], [0.084, -0.150, 0.103], [0.045, -0.155, -0.125], [0.178, -0.099, 0.103], [-0.065, 0.080, -0.001], [-0.297, 0.235, -0.051], [0.492, 0.300, 0.343], [0.044, 0.021, 0.101], [0.121, -0.084, -0.219], [0.081, 0.014, -0.069], [0.050, -0.164, 0.163], [-0.265, -0.228, -0.320], [-0.335, -0.078, 0.249], [0.179, -0.045, 0.077], [0.451, 0.590, -0.093], [0.060, -0.134, 0.097], [0.173, 0.036, -0.245], [0.046, 0.142, 0.107], [-0.355, -0.138, 0.121], [0.401, -0.454, -0.330], [-1.051, 1.473, -0.400], [-1.437, 1.268, 0.349], [0.652, -1.559, 0.602], [0.924, -1.502, -0.042], [0.173, 0.455, -0.141], [0.111, 0.041, 0.276], [-0.178, 0.024, -0.096], [-0.157, 0.022, 0.359], [0.105, 0.233, -0.004], [-0.069, 0.209, 0.004], [0.315, -0.217, -0.045], [0.117, 0.033, 0.090], [0.053, -0.149, -0.297], [-0.195, -0.032, 0.067]]
}

=====

Record 2
{
  "formula": "C34H33Cl2N4O5SiV",
  "method": "ωB97M-V/def2-TZVPD",
  "e_homo_ha": [-0.2893, -0.2896],
  "total_charge": 0,
  "orbital_gap_ev": [7.92, 8.35],
  "mol_weight_g_mol": 727.597,
  "multiplicity": 3,
  "species": ["V", "C", "Si", "C", "C", "N", "C", "C", "C", "C", "C", "C", "O", "C", "C", "C", "C", "C", "C", "H", "H", "H", "H", "H", "H", "H", "H", "H", "H", "H", "H", "H", "H", "H", "H", "H", "H", "Cl", "C", "C", "C", "C", "C", "Cl", "C", "N", "C", "C", "C", "C", "C", "C", "C", "C", "O", "O", "H", "H", "H", "H", "H", "H", "H", "H", "H", "H", "C", "N", "C", "C", "C", "O", "N", "C", "O", "H", "H", "H", "H", "H"],
  "xyz": [[0.50099, -1.36578, -0.15654], [-1.51053, -0.66749, 3.93194], [0.01844, -0.28479, 2.91834], [0.74428, 1.38066, 3.36312], [1.29905, -1.58764, 3.30879], [-0.40165, -0.36779, 1.20003], [-1.58377, 0.24887, 0.75353], [-2.23863, 1.30414, 1.38894], [-3.38604, 1.86915, 0.85212], [-3.90594, 1.41280, -0.34996], [-3.26195, 0.38608, -1.02807], [-2.13503, -0.17006, -0.46491], [-1.34447, -1.11932, -1.10191], [-1.77056, -1.85778, -2.21007], [-0.90662, -1.91123, -3.28733], [-1.25831, -2.68878, -4.38221], [-2.45804, -3.38409, -4.38295], [-3.30346, -3.31885, -3.28166], [-2.96060, -2.55947, -2.17549], [-1.21303, -1.12949, 4.87656], [-2.14626, -1.37837, 3.39925], [-2.11132, 0.20931, 4.17142], [0.84598, 1.47378, 4.44768], [0.14015, 2.21609, 3.00753], [1.73913, 1.49604, 2.92748], [1.56650, -1.48387, 4.36398], [2.20780, -1.48411, 2.71726], [0.90512, -2.59863, 3.17140], [-1.83758, 1.70383, 2.31038], [-3.86557, 2.68642, 1.37483], [-4.79006, 1.86831, -0.77420], [-3.61375, 0.03666, -1.98911], [0.02223, -1.35260, -3.25387], [-0.59404, -2.74385, -5.23406], [-2.73368, -3.98613, -5.23844], [-4.22812, -3.88019, -3.27538], [-3.57890, -2.53027, -1.28988], [-0.55360, 1.68239, -3.17029], [-1.13313, 2.95052, -2.13314], [-2.28013, 3.63439, -2.49252], [-2.75557, 4.64322, -1.67258], [-2.10352, 4.93146, -0.48559], [-0.97088, 4.22050, -0.13181], [-0.22942, 4.54042, 1.39890], [-0.42627, 3.23273, -0.95943], [0.73535, 2.53080, -0.61227], [1.99440, 3.19166, -0.61115], [2.12506, 4.53453, -0.94854], [3.37171, 5.14265, -0.94258], [4.50316, 4.41388, -0.61987], [4.37426, 3.07120, -0.29655], [3.13515, 2.45016, -0.27462], [3.01761, 0.98475, 0.06352], [2.85356, 0.13646, -1.20334], [3.72662, 0.04982, -2.02682], [1.66437, -0.44109, -1.33795], [-2.78358, 3.37623, -3.41357], [-3.64417, 5.19335, -1.95021], [-2.47505, 5.69398, 0.18475], [0.78104, 1.62361, -1.06110], [1.25188, 5.10859, -1.22991], [3.45278, 6.19012, -1.20216], [5.47845, 4.88165, -0.62550], [5.25176, 2.48302, -0.05756], [2.15843, 0.82497, 0.71724], [3.92249, 0.65079, 0.57055], [3.31356, -4.81637, 1.67542], [1.93459, -4.71805, 1.21395], [1.01468, -5.73474, 1.38615], [-0.27363, -5.59878, 1.04902], [-0.76003, -4.33512, 0.48387], [-1.92843, -4.10902, 0.23441], [0.23160, -3.39151, 0.27576], [1.50196, -3.54762, 0.67731], [2.25283, -2.54637, 0.54611], [3.56251, -5.86529, 1.81507], [3.44334, -4.28086, 2.61589], [3.97495, -4.38066, 0.93130], [1.41624, -6.64247, 1.81523], [-0.97872, -6.40148, 1.19606]],
  "atomic_forces_ev_per_a": [[0.260, -0.670, 0.381], [0.013, -0.012, 0.011], [-0.006, 0.040, -0.032], [-0.008, 0.005, 0.005], [-0.019, -0.033, -0.016], [0.132, -0.142, -0.170], [-0.014, 0.130, -0.197], [-0.009, -0.040, 0.119], [-0.054, -0.045, -0.067], [0.048, 0.029, 0.094], [0.033, -0.058, -0.023], [-0.031, 0.289, 0.058], [0.371, -0.082, 0.036], [-0.039, -0.044, -0.122], [0.035, 0.078, 0.060], [-0.027, -0.020, 0.001], [0.000, 0.002, 0.001], [0.008, -0.004, -0.030], [0.001, 0.016, 0.058], [0.007, 0.006, 0.004], [-0.012, -0.005, 0.008], [-0.017, 0.017, -0.031], [0.002, -0.020, 0.008], [0.029, -0.023, 0.012], [0.016, 0.013, -0.010], [-0.007, 0.022, 0.004], [0.024, -0.005, 0.004], [-0.002, 0.010, -0.013], [-0.008, -0.011, -0.018], [-0.003, 0.006, -0.003], [-0.005, -0.009, -0.012], [-0.022, 0.018, 0.003], [-0.007, -0.008, -0.028], [0.008, 0.004, 0.002], [0.001, -0.002, -0.004], [-0.006, 0.002, 0.009], [-0.003, -0.019, -0.004], [-0.019, 0.025, -0.017], [0.043, -0.020, 0.025], [-0.017, 0.019, 0.013], [-0.004, -0.012, -0.020], [0.003, 0.032, 0.023], [0.028, -0.070, -0.043], [0.005, 0.048, 0.023], [-0.038, -0.068, 0.003], [0.036, 0.145, -0.054], [-0.020, -0.018, -0.025], [-0.001, 0.005, 0.006], [-0.040, -0.018, 0.017], [0.042, -0.008, 0.003], [-0.010, 0.030, 0.004], [-0.062, -0.098, 0.024], [-0.070, 0.032, -0.103], [0.127, -0.030, 0.112], [-0.040, -0.044, 0.016], [-0.544, -0.078, 0.034], [0.001, -0.005, -0.004], [-0.004, 0.003, 0.000], [0.002, 0.002, 0.001], [-0.020, -0.003, 0.028], [0.009, -0.002, 0.007], [-0.005, 0.006, -0.011], [0.004, 0.000, 0.003], [0.005, 0.004, 0.007], [0.021, 0.007, 0.073], [0.007, -0.017, -0.029], [0.010, 0.008, 0.008], [0.028, 0.011, -0.012], [-0.014, 0.011, -0.007], [0.052, -0.017, -0.018], [-0.025, -0.071, 0.101], [0.021, -0.004, -0.043], [-0.012, 0.460, -0.188], [-0.152, 0.065, -0.071], [-0.021, 0.254, 0.010], [-0.017, -0.007, -0.004], [0.008, -0.002, 0.001], [0.002, -0.005, 0.005], [-0.006, -0.001, 0.004], [0.000, -0.005, 0.002]]
}

=====

Record 3
{
  "formula": "C2H3N3",
  "method": "ωB97M-V/def2-TZVPD",
  "e_homo_ha": -0.3191,
  "total_charge": 0,
  "orbital_gap_ev": 9.56,
  "mol_weight_g_mol": 69.067,
  "species": ["C", "C", "N", "N", "N", "H", "H", "H"],
  "xyz": [[-0.06982, 1.42119, 0.02488], [-1.10157, -0.58646, 0.05341], [-1.16415, 0.64802, 0.02017], [1.07017, 0.72469, -0.00961], [0.94809, -0.55590, 0.00160], [0.00087, 2.44056, 0.06019], [-1.66416, -1.42808, -0.18541], [1.58727, -1.22786, 0.38782]],
  "atomic_forces_ev_per_a": [[2.207, -3.211, -0.499], [4.330, 2.443, 0.354], [-1.963, -0.923, -0.048], [0.461, -0.489, 1.311], [-4.686, 0.499, -0.866], [-0.405, 2.240, -0.063], [-0.740, -1.132, -0.208], [0.796, 0.574, 0.018]]
}

=====

Record 4
{
  "formula": "C16H14ClF22N3O5PS2",
  "method": "ωB97M-V/def2-TZVPD",
  "e_homo_ha": -0.4694,
  "smiles": "O=C(F)CN(CCF)C1=[N+](S(=O)(=O)C(F)(F)C(F)(F)C(F)(F)F)[C@H](P(O)Cl)O[C@H](CCC(F)(F)C(F)(F)C(F)(F)C(F)(F)S(F)(F)(F)(F)F)N1",
  "total_charge": 1,
  "orbital_gap_ev": 7.95,
  "mol_weight_g_mol": 876.821,
  "species": ["O", "C", "F", "C", "N", "C", "C", "F", "C", "N", "S", "O", "O", "C", "F", "F", "C", "F", "F", "C", "F", "F", "F", "C", "P", "O", "Cl", "O", "C", "C", "C", "C", "F", "F", "C", "F", "F", "C", "F", "F", "C", "F", "F", "S", "F", "F", "F", "F", "F", "N", "H", "H", "H", "H", "H", "H", "H", "H", "H", "H", "H", "H", "H", "H"],
  "xyz": [[3.50961, -3.25457, 1.19559], [3.02625, -3.17866, 0.13642], [3.11912, -4.14609, -0.76757], [2.26121, -2.00165, -0.41759], [0.83014, -2.31487, -0.65098], [0.22536, -3.50662, -0.03911], [0.09450, -3.31740, 1.47375], [-0.58939, -4.42066, 1.94681], [0.14747, -1.48333, -1.37049], [-1.21339, -1.67208, -1.65605], [-1.32808, -2.61204, -3.07353], [-0.53653, -3.77109, -2.80220], [-1.00137, -1.84991, -4.23173], [-3.08192, -3.30505, -3.20778], [-3.93221, -2.38093, -3.62734], [-2.87990, -4.18750, -4.18196], [-3.64892, -4.11431, -1.98800], [-2.76620, -5.04569, -1.61670], [-4.74157, -4.71391, -2.48730], [-4.10331, -3.34247, -0.71243], [-3.05679, -3.11625, 0.08210], [-4.95926, -4.08461, -0.05844], [-4.66645, -2.19017, -1.02115], [-1.97926, -0.36347, -1.47756], [-2.68758, 0.43011, -3.08857], [-4.17206, 0.42166, -2.43779], [-2.14526, 2.38557, -2.80548], [-1.25870, 0.55620, -0.68895], [0.16366, 0.67645, -0.80413], [0.66444, 2.08509, -1.01989], [0.02549, 3.02261, 0.00414], [0.93002, 4.21107, 0.32613], [2.25284, 3.90686, 0.24695], [0.69519, 5.16746, -0.62162], [0.62348, 4.86186, 1.72231], [-0.59036, 4.46380, 2.16240], [0.58654, 6.19906, 1.57324], [1.68106, 4.62735, 2.85918], [1.23031, 5.30677, 3.93476], [2.83664, 5.17932, 2.47243], [1.81880, 3.12913, 3.31091], [1.68259, 2.30560, 2.25117], [0.78928, 2.87834, 4.12489], [3.44044, 2.66800, 4.20691], [2.67106, 2.17642, 5.48883], [3.51189, 4.12341, 4.80035], [4.21417, 3.11903, 2.90010], [3.35113, 1.18587, 3.62408], [4.80759, 2.31642, 4.88174], [0.70330, -0.28245, -1.77961], [2.71446, -1.72259, -1.36620], [2.33707, -1.18203, 0.29156], [0.82834, -4.38412, -0.25149], [-0.76178, -3.68524, -0.43148], [1.05732, -3.25858, 1.98126], [-0.47002, -2.40967, 1.70564], [-2.85779, -0.60168, -0.88617], [-4.78389, 0.91153, -3.00697], [0.57609, 0.35625, 0.15924], [1.74119, 2.01530, -0.87025], [0.50850, 2.40918, -2.04726], [-0.89988, 3.43915, -0.38241], [-0.19480, 2.45816, 0.90323], [0.38504, -0.07135, -2.72722]],
  "atomic_forces_ev_per_a": [[0.413, -0.029, 0.855], [-0.330, 0.182, -0.387], [0.054, -0.404, -0.423], [-0.092, -0.004, 0.018], [-0.112, 0.052, -0.509], [-0.088, -0.184, 0.800], [0.008, -0.004, 0.151], [0.144, 0.305, -0.155], [-0.087, -0.394, 0.002], [0.023, 0.275, -0.124], [0.750, -1.340, -0.479], [-0.115, 0.280, 0.288], [-0.550, 0.395, 0.275], [0.331, -0.021, 0.155], [-0.044, 0.210, 0.186], [-0.022, -0.081, -0.152], [-0.339, 0.043, -0.136], [0.082, 0.038, -0.049], [0.048, 0.046, -0.003], [0.179, -0.459, -0.159], [0.383, 0.246, 0.111], [-0.372, -0.317, 0.272], [-0.138, 0.544, -0.194], [0.305, 0.820, -0.032], [-0.008, -0.044, -0.403], [-0.289, 0.223, -0.035], [0.125, 0.058, 0.025], [0.012, -0.653, -0.026], [0.539, 0.215, 0.299], [-0.058, -0.142, -0.262], [0.498, -0.068, -0.192], [-0.566, 0.260, -0.353], [-0.203, 0.069, 0.073], [0.224, -0.274, 0.213], [0.379, 0.445, 0.003], [0.141, -0.112, -0.057], [-0.023, -0.225, 0.040], [-0.140, 0.179, 0.251], [0.088, -0.096, -0.232], [-0.193, -0.113, -0.075], [-0.275, -0.105, 0.379], [0.182, 0.129, -0.083], [0.076, -0.031, -0.092], [-0.223, -0.204, -0.286], [0.037, 0.058, 0.078], [0.125, 0.090, 0.068], [0.161, -0.047, 0.008], [0.074, 0.011, 0.071], [-0.097, 0.019, -0.025], [-0.269, 0.007, 0.140], [-0.048, 0.150, -0.015], [0.061, 0.035, 0.020], [0.115, 0.038, -0.205], [-0.045, 0.104, -0.215], [0.022, -0.079, 0.028], [-0.144, -0.073, -0.017], [-0.094, -0.154, 0.001], [-0.192, -0.183, 0.103], [-0.200, -0.041, 0.129], [0.060, 0.087, 0.046], [-0.089, 0.081, -0.003], [-0.138, -0.048, 0.132], [-0.102, 0.096, 0.142], [0.048, 0.140, 0.017]]
}

=====

What did we get for total energy? Answer: -2343.214378, -4064.767908, -242.155684, -4953.207587 a.u., in the order shown.